# 1
C4H6N2 | the ωB97M-V functional and the def2-TZVPD basis

Energy relative to the best compared isomer or geometry (same formula, charge and spin): 122.5 kJ/mol
Electronic energy: -265.48892 Eh
LUMO: 0.978 eV
HOMO-LUMO gap: 9.403 eV
Charge: 0

Structure (XYZ):
```
12
Properties=species:S:1:pos:R:3:forces:R:3
C 0.54014 -0.95470 1.56743 -2.61 3.73 1.52
C 0.17703 -0.24856 0.32854 -0.50 -1.58 -3.60
C 0.44555 1.00209 -0.20491 0.71 -0.95 2.39
N -0.31621 1.11308 -1.33366 -0.43 -0.52 -1.39
C -0.90242 -0.13474 -1.60769 2.35 0.05 3.71
N -0.57562 -1.00810 -0.65219 0.09 2.68 0.49
H 0.97500 -0.13032 2.14753 1.67 -1.10 0.31
H -0.39714 -0.88436 2.18155 0.10 -0.69 -0.58
H 0.76943 -1.97646 1.54103 1.26 -1.01 -0.09
H 1.24972 1.70261 0.18439 -1.70 -0.56 -0.82
H -0.49822 2.01587 -1.75187 0.01 -0.50 -0.33
H -1.46726 -0.49641 -2.40014 -0.94 0.44 -1.61
```
Positions in Å, forces in eV/Å.



# 2
C4H6N2 | the ωB97M-V functional and the def2-TZVPD basis

Energy relative to the best compared isomer or geometry (same formula, charge and spin): 243.4 kJ/mol
Electronic energy: -265.44287 Eh
LUMO: 0.573 eV
HOMO-LUMO gap: 10.561 eV
Charge: 0

Structure (XYZ):
```
12
Properties=species:S:1:pos:R:3:forces:R:3
H -1.30290 -2.05694 0.27788 -1.37 0.91 -0.37
N -2.02973 -1.32073 -0.00228 1.83 -0.83 0.73
C -1.47442 -0.20118 0.16316 0.29 -0.45 -0.84
C -1.84339 1.18306 -0.24352 -1.97 0.90 0.49
N -0.69244 1.67349 -0.00516 0.16 2.45 -0.85
C -0.04978 0.48097 0.50170 -1.60 -1.63 0.21
C 1.21758 0.04354 -0.20235 -1.15 -1.81 -0.29
H -2.83736 1.77749 -0.51017 2.35 -1.44 0.35
H -0.03737 0.57351 1.58584 0.71 -0.08 0.13
H 1.07174 0.14962 -1.27067 0.08 0.31 -0.25
H 1.46376 -1.03796 -0.07971 -0.45 0.64 0.29
H 2.07121 0.56134 0.11598 1.11 1.03 0.40
```
Positions in Å, forces in eV/Å.



# 3
C4H6N2 | the ωB97M-V functional and the def2-TZVPD basis

Energy relative to the best compared isomer or geometry (same formula, charge and spin): 118.4 kJ/mol
Electronic energy: -265.49046 Eh
LUMO: 0.818 eV
HOMO-LUMO gap: 9.494 eV
Charge: 0

Structure (XYZ):
```
12
Properties=species:S:1:pos:R:3:forces:R:3
C 1.64598 -0.07454 0.10422 1.65 -2.11 -1.41
N 0.18590 -0.08482 0.16086 3.48 -1.86 -2.87
C -0.62072 -0.52063 -0.84296 -1.62 -1.60 -0.51
C -1.88365 -0.08294 -0.40719 -1.52 -0.37 -1.81
N -1.81120 0.66860 0.72166 1.40 -0.64 -0.40
C -0.50555 0.60254 0.97413 -2.31 3.28 3.54
H 1.95665 0.96064 0.19484 0.42 -0.12 0.58
H 2.15493 -0.85392 0.81514 -1.09 1.85 -0.95
H 2.05771 -0.39311 -0.96356 -1.34 0.58 2.10
H -0.24169 -1.29462 -1.57824 -0.79 1.39 0.92
H -2.90717 -0.16334 -0.87869 1.61 -0.29 0.34
H -0.03120 1.23612 1.69979 0.11 -0.11 0.47
```
Positions in Å, forces in eV/Å.



# 4
C4H6N2 | the ωB97M-V functional and the def2-TZVPD basis

Energy relative to the best compared isomer or geometry (same formula, charge and spin): 62.4 kJ/mol
Electronic energy: -265.51182 Eh
LUMO: 1.038 eV
HOMO-LUMO gap: 10.094 eV
Charge: 0

Structure (XYZ):
```
12
Properties=species:S:1:pos:R:3:forces:R:3
C -1.72522 -0.29380 0.04302 0.11 0.39 0.28
C -0.26799 0.06177 0.08575 -0.12 -0.29 -0.14
C 0.38965 1.29072 0.26210 -0.02 0.18 0.08
N 1.70567 1.18032 0.13193 -0.20 -0.02 0.04
N 1.89933 -0.11750 -0.12716 0.19 -0.05 -0.06
C 0.75095 -0.82891 -0.18038 0.12 0.10 0.07
H -2.34210 0.47006 -0.44535 0.24 -0.16 -0.02
H -1.73504 -1.19704 -0.54274 -0.66 -0.43 -0.19
H -2.18334 -0.48330 1.02445 0.29 -0.01 -0.20
H -0.07210 2.24870 0.46189 0.19 -0.04 0.01
H 2.83414 -0.44475 -0.30424 -0.10 0.04 0.06
H 0.74894 -1.88990 -0.40981 -0.04 0.28 0.08
```
Positions in Å, forces in eV/Å.



# 5
C4H6N2 | the ωB97M-V functional and the def2-TZVPD basis

Energy relative to the best compared isomer or geometry (same formula, charge and spin): 516.1 kJ/mol
Electronic energy: -265.33900 Eh
LUMO (alpha / beta): -0.364 / -0.364 eV
HOMO-LUMO gap (alpha / beta): 8.674 / 8.674 eV
Charge: 0

Structure (XYZ):
```
12
Properties=species:S:1:pos:R:3:forces:R:3
N -1.69482 -0.86413 -1.50478 1.18 0.23 0.43
C -1.08472 -0.17049 -0.76653 0.29 -0.80 -0.60
C -0.78375 0.94856 0.16732 0.14 -0.05 -0.05
C 0.23829 0.41975 1.13672 0.22 0.19 0.13
C 0.60188 -1.22414 -1.09428 -0.60 0.25 -0.21
N 1.28805 1.07751 1.38482 -0.20 -0.28 0.10
H -0.35276 1.77970 -0.39994 -0.02 -0.17 0.05
H -1.67220 1.32769 0.69339 0.05 -0.37 -0.28
H -0.01071 -0.56380 1.55270 0.15 0.18 0.10
H 0.99853 -0.93942 -2.08536 -0.50 0.15 0.08
H 0.59694 -2.33741 -1.11174 -0.72 0.51 0.17
H 1.87527 0.54618 2.02769 0.02 0.16 0.09
```
Positions in Å, forces in eV/Å.



# 6
C4H6N2 | the ωB97M-V functional and the def2-TZVPD basis

Energy relative to the best compared isomer or geometry (same formula, charge and spin): 325.4 kJ/mol
Electronic energy: -265.41163 Eh
LUMO: -0.138 eV
HOMO-LUMO gap: 9.278 eV
Charge: 0

Structure (XYZ):
```
12
Properties=species:S:1:pos:R:3:forces:R:3
N 0.83968 -1.76851 -0.38089 0.01 0.04 -0.18
C 0.34133 -1.35162 -1.51590 0.04 -0.14 0.39
C 0.45701 1.61525 0.34344 -0.12 -0.03 0.11
C -0.49770 1.25912 1.19622 0.11 0.07 -0.09
C -1.04777 -0.99177 -1.40735 -0.94 0.27 -0.11
N -2.16470 -0.67373 -1.46990 1.05 -0.30 0.08
H 0.34063 -1.81788 0.50638 0.00 0.07 -0.17
H 1.81578 -2.03553 -0.34454 -0.16 0.03 -0.06
H 0.23454 1.83312 -0.69894 0.02 -0.06 0.15
H 1.49668 1.70990 0.64870 -0.16 0.00 -0.01
H -0.28153 1.05446 2.24287 -0.01 0.04 -0.15
H -1.53394 1.16718 0.87991 0.16 0.01 0.03
```
Positions in Å, forces in eV/Å.



# 7
C4H6N2 | the ωB97M-V functional and the def2-TZVPD basis

Energy relative to the best compared isomer or geometry (same formula, charge and spin): 583.9 kJ/mol
Electronic energy: -265.31316 Eh
LUMO (alpha / beta): -0.180 / -0.180 eV
HOMO-LUMO gap (alpha / beta): 7.262 / 7.263 eV
Charge: 0

Structure (XYZ):
```
12
Properties=species:S:1:pos:R:3:forces:R:3
N 0.18067 0.61006 1.59599 0.18 0.06 0.24
C 0.53548 0.57339 -0.67670 -0.09 -0.11 -0.31
C 0.78295 -0.17464 0.56801 0.14 0.03 0.11
C -0.32292 -1.08513 -0.04837 0.11 -0.43 0.44
N -1.52352 -0.38921 0.07627 0.17 -0.15 -0.08
C -0.75806 0.13686 -1.04179 0.14 0.62 -0.36
H 0.69819 1.48645 1.65492 -0.19 -0.09 0.05
H 1.23203 1.10345 -1.32320 -0.07 -0.09 -0.06
H 1.74653 -0.67025 0.72479 -0.08 0.05 -0.04
H -0.18912 -2.09967 -0.41655 -0.18 0.24 -0.03
H -1.19821 0.29539 0.92357 -0.10 -0.06 -0.21
H -1.18401 0.21331 -2.03694 -0.04 -0.07 0.26
```
Positions in Å, forces in eV/Å.



# 8
C4H6N2 | the ωB97M-V functional and the def2-TZVPD basis

Energy relative to the best compared isomer or geometry (same formula, charge and spin): 197.2 kJ/mol
Electronic energy: -265.46046 Eh
LUMO: 0.905 eV
HOMO-LUMO gap: 9.547 eV
Charge: 0

Structure (XYZ):
```
12
Properties=species:S:1:pos:R:3:forces:R:3
C -1.87510 -0.30093 0.01762 0.23 2.78 1.40
C -0.43760 -0.26900 -0.20243 0.55 0.17 0.07
C 0.21553 0.89868 0.14125 1.37 -0.36 -0.74
N 1.54729 0.53509 0.16027 0.51 -0.13 -0.48
C 1.61195 -0.75309 -0.24912 0.34 -0.28 0.08
N 0.43194 -1.26629 -0.50343 0.20 -0.25 0.51
H -1.69152 0.88142 0.53362 -2.78 -2.35 -2.04
H -2.16790 -0.71495 0.96684 0.15 -0.86 0.28
H -2.50011 -0.73541 -0.78294 -0.01 1.08 0.27
H -0.01421 1.91151 -0.15048 -0.44 0.13 0.79
H 2.34095 1.11835 0.36873 -0.13 -0.02 -0.10
H 2.53879 -1.30540 -0.29993 0.01 0.10 -0.02
```
Positions in Å, forces in eV/Å.



# 9
C4H6N2 | the ωB97M-V functional and the def2-TZVPD basis

Energy relative to the best compared isomer or geometry (same formula, charge and spin): 416.7 kJ/mol
Electronic energy: -265.21163 Eh
LUMO (alpha / beta): 1.008 / -2.440 eV
HOMO-LUMO gap (alpha / beta): 6.626 / 7.035 eV
2S+1: 3
Expectation value of S²: 2.008
Charge: 0

Structure (XYZ):
```
12
Properties=species:S:1:pos:R:3:forces:R:3
C 0.53592 -0.12183 0.09775 -10.50 0.29 0.98
C 1.81277 -0.50405 0.11943 8.59 -0.76 -0.10
C -0.20939 1.18325 0.07541 0.00 -1.18 -2.61
C -0.85856 -0.84317 0.44722 4.62 1.47 -1.33
N -1.81559 -0.58813 -0.54927 -1.24 0.11 0.48
N -1.46208 0.43757 0.45124 -2.06 1.54 -0.55
H 2.26408 -1.48933 0.07694 -0.48 0.07 -0.04
H 2.42505 0.32462 -0.25505 0.57 -0.60 0.12
H -0.13825 1.94964 0.81388 0.84 0.63 0.78
H -0.15461 1.70211 -0.97765 -0.60 -0.67 1.69
H -1.00531 -1.59471 1.13974 -0.36 -1.45 1.46
H -1.39402 -0.45597 -1.43964 0.63 0.56 -0.89
```
Positions in Å, forces in eV/Å.



# 10
C4H6N2O | the ωB97M-V functional and the def2-TZVPD basis

Energy relative to the best compared isomer or geometry (same formula, charge and spin): 87.7 kJ/mol
Electronic energy: -340.76152 Eh
LUMO: 0.887 eV
HOMO-LUMO gap: 8.450 eV
Charge: 0

Structure (XYZ):
```
13
Properties=species:S:1:pos:R:3:forces:R:3
N 1.89848 -0.83948 0.99665 0.11 0.07 0.00
C 0.65456 -0.48683 0.43997 -0.18 0.12 -0.06
C -0.46523 -1.16143 0.02089 0.25 -0.03 0.05
C -1.35054 -0.21648 -0.59776 0.03 0.12 -0.01
C -0.72412 1.00200 -0.51545 0.00 -0.24 0.10
O -1.05829 2.25061 -0.93452 -0.20 -0.02 -0.02
N 0.47373 0.85219 0.10607 -0.21 -0.01 -0.05
H 2.47837 -1.41578 0.40430 -0.12 -0.04 0.13
H 1.90872 -1.14393 1.95676 -0.16 -0.13 -0.07
H -0.63978 -2.22772 0.11816 0.11 0.24 -0.05
H -2.30931 -0.42086 -1.06301 0.24 0.06 0.12
H -1.90832 2.19708 -1.38623 0.09 0.05 0.07
H 1.04175 1.61063 0.45417 0.03 -0.20 -0.22
```
Positions in Å, forces in eV/Å.



# 11
C4H6N2O | the ωB97M-V functional and the def2-TZVPD basis

Energy relative to the best compared isomer or geometry (same formula, charge and spin): 208.4 kJ/mol
Electronic energy: -340.71552 Eh
LUMO: 0.797 eV
HOMO-LUMO gap: 10.684 eV
Charge: 0

Structure (XYZ):
```
13
Properties=species:S:1:pos:R:3:forces:R:3
H -1.93564 1.65942 -0.60637 -1.71 1.23 0.12
N -1.73363 0.71228 -0.54438 1.24 -0.42 -0.31
C -1.95896 -0.25558 0.19109 0.27 0.66 -0.08
O -0.98409 -1.21323 0.25710 -0.15 -0.02 0.02
C 0.23182 -0.77606 -0.39455 0.18 -0.17 -0.09
C 1.05457 0.11653 0.55147 -0.08 -0.08 0.09
C 2.30918 0.56325 -0.06716 0.77 0.22 -0.42
N 3.29877 0.91339 -0.55383 -1.01 -0.36 0.47
H -2.84135 -0.41117 0.82422 0.42 -0.50 0.02
H -0.01386 -0.21319 -1.29665 0.14 -0.29 0.16
H 0.79353 -1.66754 -0.66484 -0.13 -0.12 0.21
H 0.48427 1.00673 0.83923 0.05 -0.20 -0.11
H 1.29538 -0.43482 1.46467 0.00 0.05 -0.07
```
Positions in Å, forces in eV/Å.



# 12
C4H6N2O | the ωB97M-V functional and the def2-TZVPD basis

Energy relative to the best compared isomer or geometry (same formula, charge and spin): 528.3 kJ/mol
Electronic energy: -340.59370 Eh
LUMO (alpha / beta): -0.197 / -0.197 eV
HOMO-LUMO gap (alpha / beta): 10.152 / 10.153 eV
Charge: 0

Structure (XYZ):
```
13
Properties=species:S:1:pos:R:3:forces:R:3
C 2.17063 0.70073 -0.26558 -3.79 -0.68 0.77
C -0.05208 0.22219 0.05880 0.48 1.37 -1.19
C -2.20703 1.40182 -0.23662 2.00 1.04 -1.90
C 1.12187 -1.80939 0.42182 -1.23 -2.86 0.70
N 3.23852 0.88396 -0.62871 1.46 0.34 -0.43
N -0.73294 1.20688 -0.17277 1.35 -2.25 0.72
O -0.07996 -1.08201 0.28034 -1.19 2.89 -0.74
H -2.36038 2.16003 0.54453 -0.82 -0.76 -0.12
H -2.63048 0.38725 -0.20542 -0.68 0.89 0.24
H -2.31560 1.95165 -1.25908 -0.39 -1.22 1.82
H 1.85145 -1.02532 0.57100 1.03 -0.88 -0.18
H 1.14524 -2.57068 -0.43233 0.70 1.55 0.90
H 0.85077 -2.42712 1.32401 1.09 0.57 -0.59
```
Positions in Å, forces in eV/Å.